A 15-piece molecular cluster, C92H226Br2N11O15 overall. Source: the OMol25 dataset; level of theory: wB97M-V/def2-TZVPD.

Geometry (Å):
Br -2.259 -3.179 3.197
Br -3.875 3.255 -0.933
O 0.593 6.074 0.345
O -4.689 4.395 -6.237
O 6.374 1.354 6.976
O 0.786 -5.682 -2.204
O -3.823 -3.339 -5.750
O 1.347 0.037 6.182
O -6.209 0.989 2.518
O 6.920 1.325 1.362
O 2.160 -0.018 1.692
O -0.432 4.801 -4.502
O -5.502 -2.160 -0.386
O 6.362 -2.481 -1.008
O 3.004 -4.319 3.118
O 0.227 1.284 4.757
O 2.858 -5.529 -1.632
N -0.642 -0.248 0.325
N -6.055 -5.303 -0.322
N -5.131 1.505 -4.933
N -0.824 -3.744 -6.098
N 0.400 5.451 3.377
N 0.913 -7.196 1.885
N -5.194 -0.271 5.036
N 4.348 3.036 8.150
N 6.406 -3.457 -3.828
N 5.958 2.318 -1.562
N -2.239 6.976 -3.047
C 6.028 -6.105 -3.826
C -5.963 -6.365 0.815
C 2.130 -3.907 4.166
C -4.875 1.226 2.806
C -0.548 -2.212 -6.102
C -1.215 5.420 3.363
C 5.481 -4.703 -3.484
C 1.026 4.965 4.705
C -0.633 1.838 -1.265
C 3.889 2.750 5.548
C -6.478 -1.042 4.610
C 5.889 0.944 8.218
C -2.544 9.542 -3.684
C -2.950 7.822 -0.648
C -1.863 -0.890 -0.455
C 7.256 1.515 -1.066
C 0.297 0.554 5.781
C 7.424 4.454 -2.321
C 2.950 3.549 8.560
C -4.610 -5.013 -0.865
C -1.890 4.004 3.528
C 0.066 5.651 -3.468
C 5.324 3.861 9.029
C -5.540 1.024 5.841
C 1.746 -8.057 0.914
C 1.225 -1.072 1.998
C -4.903 -0.836 -3.874
C 4.449 1.520 8.384
C -3.360 7.084 -1.967
C -7.013 -5.806 -1.401
C -0.979 0.371 6.619
C 0.736 5.829 5.980
C 1.670 -4.229 -5.570
C 0.218 -7.148 4.391
C -1.567 8.384 -3.454
C -6.237 -2.195 3.530
C -5.769 4.145 -5.421
C -1.956 -4.178 -7.119
C 7.548 0.673 6.510
C -5.043 0.656 -3.619
C -6.167 0.807 7.335
C 7.536 1.513 2.632
C -0.509 -7.226 1.272
C -4.531 -4.516 -5.463
C -3.894 1.344 -5.882
C 0.571 4.065 -5.159
C -3.578 -4.573 0.186
C -4.312 0.184 3.810
C -1.648 -1.642 -1.764
C 4.714 2.087 -0.629
C 6.439 -3.423 -5.379
C -6.875 -7.286 -1.820
C 3.370 2.649 -1.080
C -5.464 2.958 -4.402
C 5.332 3.596 10.588
C -6.694 -2.805 -0.646
C -6.622 1.910 1.503
C 7.800 -3.594 -3.331
C 1.442 -9.583 0.792
C 7.738 1.886 0.323
C 1.457 -5.775 1.963
C 0.903 -7.893 3.277
C -4.449 -1.289 5.923
C 5.710 -2.087 -3.367
C -6.837 -4.066 0.249
C 2.779 -5.683 2.758
C -1.072 6.033 -2.509
C 1.766 -3.529 -2.157
C 0.071 -1.694 -7.362
C 1.876 6.161 -0.351
C 5.929 -2.171 0.298
C 0.194 -1.405 0.921
C 7.322 -2.296 -5.931
C 0.900 4.530 2.185
C 0.251 4.731 0.797
C -2.859 6.426 -4.365
C 4.596 3.507 6.700
C 0.421 -4.581 -6.403
C -6.410 0.953 -5.689
C -4.850 5.357 -7.281
C -2.566 1.807 -5.200
C 6.253 3.902 -1.511
C 0.726 7.028 3.209
C 5.357 -1.963 -1.862
C 1.790 -4.990 -1.996
C 5.576 1.914 -3.002
C -1.295 0.438 1.606
C 0.151 0.785 -0.562
C -1.213 -4.074 -4.643
C -5.770 -0.741 -0.318
C -3.222 -3.329 -7.065
C 3.290 0.181 2.610
H -2.061 10.396 -4.161
H -4.585 1.542 5.934
H 5.074 -0.921 -1.709
H 1.544 6.560 5.947
H 5.445 -3.196 -5.766
H 2.729 3.308 9.600
H -1.294 -6.632 1.740
H 0.130 -2.041 -5.266
H 2.684 -3.238 -2.668
H -6.044 1.761 7.847
H -1.449 -4.018 -8.070
H 0.330 -0.640 -7.262
H -1.438 -5.140 -4.662
H 0.852 -6.536 5.033
H 0.690 -1.761 0.017
H 6.258 -1.284 -3.860
H -4.133 -0.784 3.344
H -0.456 -7.098 0.191
H -6.323 -0.327 -1.161
H -7.309 0.835 -5.083
H 4.284 1.742 5.418
H 5.164 0.906 -2.957
H -7.151 -0.297 4.185
H 0.788 5.093 -2.872
H -1.385 -0.555 6.211
H -0.722 -6.638 4.181
H -5.723 -3.068 3.932
H -2.934 10.031 -2.792
H 7.787 2.538 2.906
H 5.330 -4.660 -2.406
H -3.848 0.284 -6.130
H 7.386 -2.444 -7.008
H -6.764 -5.163 -2.246
H 0.893 -3.029 -2.576
H 0.684 3.495 2.450
H 6.450 1.856 -3.651
H 8.443 -4.041 -4.089
H 2.575 -4.576 -6.068
H 8.477 0.963 2.620
H -0.370 -3.950 -3.963
H -6.028 1.826 0.593
H -4.060 5.268 -8.027
H 4.196 1.423 9.439
H 2.812 -7.873 1.050
H -1.233 2.425 -0.569
H 4.302 3.660 10.938
H 5.790 4.400 11.164
H 0.325 3.972 -6.217
H 3.082 2.223 -2.041
H -1.516 6.166 4.099
H 5.238 -6.850 -3.740
H 1.613 -10.054 1.760
H -4.886 6.380 -6.907
H 8.351 0.504 7.227
H -6.466 2.909 1.909
H -7.550 -7.652 -2.594
H -5.184 -4.803 -6.287
H 0.863 7.754 4.010
H -8.042 -5.551 -1.148
H 5.185 -2.865 0.689
H 0.640 -5.183 2.376
H 2.043 -3.206 -5.522
H 0.023 2.442 -1.891
H -7.618 -2.247 -0.499
H -6.085 -0.001 -6.104
H -5.724 5.007 -7.829
H 6.560 -4.428 -5.783
H 5.662 3.691 6.564
H -6.946 -6.764 1.067
H 2.890 -6.310 3.643
H 4.194 4.515 6.599
H -4.097 -1.132 -4.546
H 2.084 -10.080 0.064
H 2.792 4.592 8.288
H 6.654 1.304 8.906
H 2.066 4.774 4.440
H 5.607 -1.151 0.507
H 3.598 -5.978 2.101
H 5.850 -0.141 8.306
H 0.620 3.954 4.700
H -6.255 1.505 5.173
H 4.444 -2.530 -1.678
H -3.820 -5.274 -5.134
H 1.706 7.038 2.734
H -5.269 -7.134 0.474
H -3.900 8.075 -0.176
H -4.141 7.608 -2.518
H -2.433 7.218 0.098
H 6.422 4.112 -0.455
H -1.227 1.334 -2.027
H -0.811 0.263 7.690
H 5.336 4.410 -1.809
H -1.663 3.546 4.490
H -6.843 -1.507 5.525
H 7.983 1.977 -1.735
H -7.223 -2.620 3.340
H 5.167 4.918 8.817
H -2.966 4.087 3.375
H 1.938 -8.102 3.547
H 0.392 -8.850 3.168
H 7.466 5.534 -2.458
H -3.685 7.072 -4.663
H -0.118 -7.898 5.107
H -0.665 -1.724 -8.166
H 4.591 1.009 -0.518
H 7.350 4.155 -3.367
H -5.519 -5.808 1.640
H -4.680 -4.250 -1.641
H 3.799 1.123 2.405
H -0.640 6.547 -1.650
H 1.573 4.492 -5.127
H 1.889 5.417 -1.147
H -5.863 0.944 -2.962
H -3.480 -0.846 6.153
H 0.694 -0.913 2.936
H -4.174 1.008 -3.062
H -4.353 -5.962 -1.335
H 2.275 2.970 7.929
H 5.768 2.638 10.871
H 6.885 1.132 3.418
H 6.298 3.743 8.553
H -4.330 -2.168 5.289
H 3.964 -0.674 2.642
H -6.583 3.778 -6.046
H -5.555 0.160 7.963
H -2.307 8.692 -0.779
H -2.327 -1.469 0.343
H -1.701 1.177 6.485
H -5.175 -4.359 -4.597
H -3.410 9.137 -4.206
H 6.973 0.464 -1.109
H -2.093 1.047 1.183
H -0.847 -8.255 1.395
H -3.405 -5.263 1.012
H -3.886 -3.576 -7.893
H 1.852 -2.989 -1.214
H 6.628 -6.114 -4.736
H -4.954 -1.565 6.848
H -4.235 1.256 1.924
H 6.672 -2.516 1.016
H -7.656 1.875 1.159
H -0.431 -2.227 1.269
H 1.506 -7.571 -0.032
H -7.832 -4.358 0.583
H -5.885 -1.261 -4.081
H -6.542 1.630 -6.532
H -6.298 2.857 -3.707
H -1.208 -2.637 -1.707
H 3.040 0.330 3.661
H -4.576 -1.237 -2.914
H -6.752 -3.024 -1.712
H -1.512 5.773 2.375
H -4.623 2.157 3.314
H -0.982 -1.116 -2.449
H -3.764 6.087 -1.795
H -2.582 -0.101 -0.677
H 8.724 1.439 0.450
H -2.119 6.333 -5.160
H -1.731 -0.356 2.213
H 0.545 4.024 0.021
H 7.879 -4.218 -2.441
H 4.005 3.328 4.631
H 3.651 1.039 7.819
H -0.010 -5.560 -6.195
H -1.005 8.083 -4.338
H 0.953 -2.228 -7.715
H 2.260 -4.564 5.027
H 7.065 -1.290 -5.598
H -0.251 6.291 6.007
H 2.102 7.132 -0.792
H -3.380 0.479 4.293
H 2.835 2.567 5.756
H -3.222 5.434 -4.094
H -1.445 -1.630 -5.892
H -4.894 -0.092 -0.300
H 7.990 2.928 0.523
H -2.505 2.864 -4.942
H -6.961 -7.935 -0.949
H 4.488 -4.478 -3.874
H 8.222 -2.682 -2.907
H 1.620 -4.721 -4.599
H -4.047 1.915 -6.798
H 6.804 -6.258 -3.075
H 2.588 2.494 -0.336
H -1.743 3.360 2.661
H 1.989 4.562 2.139
H -6.064 4.997 -4.809
H 0.899 5.335 6.938
H 2.646 5.906 0.379
H 8.361 -2.370 -5.609
H 7.224 -0.312 6.176
H -3.062 -2.283 -7.322
H 3.435 3.726 -1.234
H 0.462 -9.802 0.369
H 7.879 1.210 5.621
H -2.048 -5.264 -7.095
H 1.097 -3.774 3.845
H -3.787 -3.652 0.731
H 0.643 3.124 -4.613
H -6.437 -0.559 0.525
H -2.617 -4.340 -0.272
H 8.420 4.181 -1.972
H -2.621 -1.860 -2.204
H 0.843 1.262 0.132
H -1.769 1.587 -5.911
H -6.243 -3.817 1.129
H -5.867 -1.852 2.563
H 1.714 -2.046 1.984
H 1.684 -5.554 0.920
H -2.305 1.226 -4.315
H -1.565 5.201 -2.005
H -4.567 3.213 -3.837
H 2.413 -2.927 4.550
H -0.833 4.650 0.873
H 0.548 6.556 -3.838
H 5.071 2.422 0.345
H -7.175 0.396 7.294
H -5.922 -7.553 -2.277
H 4.911 2.657 -3.443
H 0.630 -4.527 -7.472
H -0.897 8.645 -2.635
H -0.520 1.029 2.095
H -2.058 -3.464 -4.322
H 4.756 -2.150 -3.890
H -0.022 7.296 2.462
H 0.666 0.196 -1.322

Cartesian forces, eV/Å:
Br 0.072 0.246 -0.394
Br 0.234 -0.120 -0.065
O 0.031 -0.047 -0.950
O 2.203 -0.088 0.170
O 0.550 0.182 -1.178
O -2.277 0.488 -0.682
O 0.101 0.923 -1.378
O 0.452 -0.555 0.396
O -0.558 0.078 -0.703
O -0.279 1.044 -0.658
O 0.221 0.166 0.235
O 0.153 1.148 0.302
O 0.413 2.045 0.015
O -0.754 1.728 -0.460
O -0.285 -0.152 -0.238
O -0.727 0.667 -1.175
O 1.291 1.142 0.254
N -1.799 0.199 0.764
N -1.567 -0.459 0.965
N -2.493 -0.123 0.352
N -0.877 1.276 0.948
N -1.278 1.780 0.030
N -0.909 -1.301 0.572
N -0.796 0.062 0.645
N -0.241 1.818 0.379
N -1.557 0.107 -0.973
N -0.621 1.364 -0.302
N 1.250 0.290 -0.682
C 1.179 1.643 0.534
C 0.633 1.431 -0.740
C 0.414 0.491 0.445
C 1.192 -0.587 2.059
C 0.510 -0.682 0.148
C 0.533 -1.418 -0.045
C 0.054 0.594 0.943
C -1.473 -1.407 -0.658
C -0.785 -0.675 -0.339
C 0.485 -0.801 1.210
C 0.968 -0.356 -1.259
C -0.323 0.531 -0.368
C -0.310 -0.610 0.329
C -0.312 -0.764 -0.668
C 0.307 0.564 0.808
C -1.551 2.203 0.262
C 0.527 0.953 0.704
C 0.229 -0.776 -0.993
C -0.030 -1.607 -1.099
C -0.684 -0.067 0.690
C 0.399 1.167 -0.198
C -1.529 -0.308 0.107
C 1.198 -0.124 0.546
C -0.783 -1.720 1.347
C -0.148 -0.030 -1.374
C -0.045 -0.066 -0.081
C -0.309 0.379 0.989
C 0.907 0.695 0.966
C 1.051 0.688 -0.403
C 0.791 -0.505 -1.716
C 0.065 -0.219 -0.310
C 1.243 -0.094 -1.367
C 0.347 -0.683 -0.271
C -0.489 -0.132 1.187
C -0.611 -0.664 1.084
C -0.895 0.673 1.207
C -0.381 -2.337 0.348
C 1.607 1.094 -0.137
C -0.984 -0.518 -0.465
C 1.444 0.523 -0.951
C 1.346 -0.043 -1.877
C 0.402 -0.523 0.256
C 0.333 -1.146 0.316
C -0.200 -0.383 0.530
C 0.192 0.809 1.768
C 0.311 -0.237 0.138
C -0.333 0.167 0.518
C -0.689 -2.132 0.620
C 0.798 -0.648 0.367
C 0.915 -0.552 0.090
C -0.478 1.397 0.094
C 0.702 -0.150 0.493
C 0.804 0.775 -0.550
C 1.313 0.651 -1.168
C -0.939 0.069 -1.307
C -1.602 -1.991 -0.307
C 0.128 1.012 -0.146
C 0.786 -0.540 1.144
C -0.019 0.861 0.502
C 0.033 -1.006 1.208
C 0.128 -1.482 -0.027
C -0.280 0.264 -0.460
C 0.716 0.712 -1.275
C -0.026 -2.133 -0.272
C 2.745 0.263 -0.063
C 0.200 0.799 -0.286
C -0.982 0.911 0.069
C 0.446 2.461 0.218
C -0.279 0.011 -1.006
C -0.775 -1.013 0.955
C 0.489 -1.693 2.124
C 1.214 1.367 -2.198
C 1.160 -1.076 0.270
C -0.318 -0.229 0.355
C 0.786 2.287 0.693
C 0.183 -0.265 1.562
C -0.545 0.467 -0.562
C -0.151 0.696 -0.031
C 2.138 0.515 -0.565
C -0.662 -0.875 -0.380
C -0.507 -0.600 -0.454
C 0.276 -0.348 0.350
C 0.559 -1.841 -2.295
C 0.472 -1.469 -1.386
C 0.506 -2.924 0.766
C 0.925 0.011 0.887
C 0.285 -0.081 -2.292
C 0.394 -1.152 1.293
C 0.105 -0.443 -0.750
C -0.444 0.202 0.145
C 0.027 0.075 0.955
C -0.864 -0.410 0.553
H 0.042 -0.458 -0.691
H -0.172 0.157 -0.117
H 0.349 0.380 0.388
H -0.459 0.634 0.257
H -0.468 0.102 0.661
H 0.255 0.219 -0.158
H 0.738 0.581 0.252
H -0.071 -0.265 0.102
H -0.105 0.176 -0.427
H -0.733 0.160 -0.244
H -0.229 0.193 -0.236
H 0.071 -0.031 0.199
H -0.262 0.099 0.304
H 0.120 0.390 -0.567
H 0.344 -0.240 0.065
H 0.337 -0.153 0.643
H 0.288 0.090 -0.258
H 0.235 0.616 0.147
H -0.196 -0.588 -0.568
H 0.384 0.333 0.260
H 0.283 0.123 -0.161
H -0.312 0.220 0.017
H -0.056 -0.216 0.286
H 0.148 -0.022 0.168
H -0.324 -0.164 0.270
H 0.224 0.288 -0.497
H 0.632 0.363 -0.112
H 0.100 -0.579 0.455
H -0.218 0.373 -0.455
H 0.098 0.052 0.052
H -0.095 0.077 0.072
H -0.315 0.559 -0.042
H -0.153 -0.058 -0.227
H -0.111 -0.468 -0.591
H -0.199 0.020 0.681
H 0.231 0.190 0.327
H -0.140 0.240 0.003
H -0.289 -1.049 -0.291
H 0.097 -0.162 0.304
H 0.093 0.046 -0.320
H 0.420 -0.093 0.089
H 0.417 -0.118 0.526
H -0.115 -0.158 0.023
H -0.137 -0.023 0.567
H -0.209 0.141 -0.523
H -0.077 -0.369 0.102
H 0.499 0.017 -0.532
H -0.187 -0.339 0.175
H -0.243 -0.172 0.142
H -0.002 -0.293 0.061
H 0.195 0.124 -0.212
H -0.249 -0.314 -0.209
H -0.363 -0.039 -0.044
H -0.076 0.549 0.263
H -0.015 0.233 -0.201
H -0.611 0.601 0.310
H 0.229 -0.333 -0.071
H -0.921 -0.982 0.830
H 0.199 -0.246 0.434
H -1.086 0.033 -0.807
H 0.219 0.149 -0.019
H -1.157 0.544 0.308
H 0.340 0.304 0.421
H 0.212 0.596 0.501
H -0.289 -0.047 0.115
H -0.480 0.859 -0.085
H 0.976 0.162 0.352
H -0.040 -0.831 -0.001
H 0.099 0.164 -0.154
H -0.512 -0.018 0.106
H -0.222 0.188 0.754
H -0.434 0.119 -0.364
H 0.527 0.491 0.139
H 0.600 -0.020 0.383
H -0.590 0.059 0.934
H 0.222 0.629 0.430
H 0.267 0.196 -0.370
H 0.046 0.191 -0.042
H -0.259 -0.182 0.040
H -0.101 -0.282 0.853
H 0.163 0.457 0.313
H -0.162 -0.138 -0.027
H -0.138 -0.546 -0.433
H -0.051 -0.069 -0.283
H -0.254 -0.051 0.107
H 0.117 0.425 -0.019
H 0.015 0.367 0.347
H 0.049 -0.526 -0.328
H -0.195 -0.151 -0.003
H -0.728 0.320 0.192
H 0.267 -0.216 -0.168
H -0.038 -0.365 -0.052
H 0.013 -0.306 -0.306
H -0.205 0.283 -0.123
H 0.249 -1.104 -0.351
H -0.363 0.308 -0.011
H -0.787 -0.047 0.098
H -0.222 0.759 0.688
H -0.060 -0.024 -0.252
H 0.134 0.130 -0.465
H -0.564 0.150 0.752
H 0.139 -0.030 0.134
H 0.057 -0.332 -0.024
H 0.058 -0.034 -0.204
H 0.316 -0.145 -0.141
H 0.051 -0.389 -0.107
H -0.140 -0.371 0.177
H -0.344 -0.030 0.037
H 0.016 -0.185 -0.894
H 0.074 0.485 -0.203
H -0.025 0.541 0.120
H 0.081 -0.075 -0.095
H -0.304 -0.195 -0.500
H -0.015 -0.214 0.048
H 0.346 0.170 0.304
H 0.159 0.288 -0.214
H 0.152 0.050 0.024
H -0.277 -0.084 0.163
H -0.018 0.136 -0.088
H -0.065 -0.190 -0.288
H 0.197 -0.620 0.369
H 0.352 0.048 0.210
H 0.131 -0.051 -0.606
H -0.639 0.504 0.026
H 0.108 -0.252 -0.354
H -0.443 0.187 -0.273
H -0.035 -0.483 -0.214
H 0.016 0.084 -0.280
H -0.034 0.405 0.012
H 0.056 0.649 -0.510
H 0.477 0.024 -0.418
H 0.036 0.307 0.248
H 0.112 -0.062 0.089
H 0.068 -0.369 -0.351
H -0.340 -0.879 0.249
H 0.225 -0.424 0.522
H -0.692 -0.389 -0.395
H -0.393 0.440 -0.365
H 0.044 -0.415 -0.319
H 0.858 0.800 -0.282
H -0.181 -0.727 0.788
H -0.496 0.397 0.329
H 0.294 -0.085 -0.250
H 0.101 -0.104 -0.513
H 0.332 -0.363 -0.436
H -0.353 -0.050 0.161
H 0.046 -0.106 -0.191
H 0.232 -0.059 0.646
H -1.061 -0.229 0.091
H -0.241 -0.197 0.204
H 0.035 -0.417 -0.250
H 0.315 0.353 0.157
H -0.909 0.837 -0.154
H -0.341 0.345 -0.237
H 0.401 -0.206 0.133
H 0.334 0.492 0.205
H 0.317 -0.406 -0.469
H 0.012 0.174 0.341
H 0.339 -0.099 0.148
H 0.427 -0.424 0.380
H -0.634 -0.388 -0.173
H 0.038 -0.006 0.035
H 0.302 -0.059 -0.371
H 0.870 -0.331 0.031
H -0.024 0.434 0.035
H 0.014 -0.015 0.221
H -0.432 -0.276 -0.025
H -0.584 -0.112 -0.606
H 0.161 -0.005 -0.150
H -0.601 0.153 0.392
H 0.064 0.347 -0.291
H -0.206 0.278 -0.067
H -0.125 0.028 -0.246
H -0.309 -0.597 0.111
H 0.435 -0.575 0.490
H -0.600 0.436 -0.332
H -0.282 -0.017 -0.169
H -0.312 -0.080 -0.150
H 0.186 0.082 -0.513
H -0.234 0.396 -0.801
H 0.120 0.303 0.077
H -0.391 0.082 0.271
H -0.216 -0.627 0.217
H 0.261 -0.336 0.052
H 1.033 -0.247 0.175
H -0.015 0.522 0.097
H -0.224 0.081 0.066
H -0.203 -0.635 -0.389
H 0.366 0.092 -0.136
H 0.094 -0.362 0.059
H 0.112 -0.289 -0.050
H 0.620 0.126 0.417
H -0.061 0.066 0.048
H -0.248 0.179 0.523
H 0.243 0.127 0.315
H -0.350 0.081 0.665
H -0.209 -0.470 0.069
H -0.591 0.108 -0.274
H 0.068 -0.569 -0.444
H 0.363 0.137 0.320
H 0.021 -0.446 -0.340
H -0.140 -0.186 0.196
H -0.076 0.517 -0.115
H 0.255 -0.547 0.013
H 0.026 0.169 -0.192
H -0.232 0.110 0.256
H 0.312 0.042 0.274
H 0.541 -0.098 0.720
H -0.215 0.511 -0.026
H -0.291 -0.065 0.145
H -0.257 -0.474 -0.661
H -0.133 0.046 0.257
H 0.406 0.117 -0.363
H -0.021 0.230 -0.161
H 0.159 -0.055 -0.337
H -0.285 0.205 -0.052
H 0.012 0.469 0.109
H 0.421 0.448 0.195
H -0.148 -0.207 0.301
H -0.176 0.152 0.039
H 0.166 -0.249 -0.102
H -0.102 -0.235 0.254
H 0.101 -0.176 -0.317
H -0.115 0.123 -0.031
H 0.341 0.597 0.276
H 0.343 -0.249 0.383

## Properties
LUMO = -0.4213 hartree
DFT total energy = -10516.7463 Eh
Net charge = +7
Energy relative to the best compared isomer or geometry (same formula, charge and spin) = 7.7210 eV
E_HOMO = -17.8 eV